The following is a quantum chemistry calculation of C3H2NO3 as an isolated structure, from OMol25.

Its charge is +1. The calculation puts the HOMO energy at -0.6265 hartree.

Cartesian coordinates (Å):
O: -1.848 -2.220 0.067
O: -1.627 2.065 -0.071
O: 0.628 1.544 0.145
N: -0.021 -0.822 -0.196
C: 1.128 -0.258 -0.028
C: -1.005 -1.469 0.074
C: -0.514 1.812 -0.011
H: 1.681 -0.214 -0.868
H: 1.579 -0.437 0.888

Forces on atoms 1 to 6 (eV/Å):
-1.6 -0.6 0.6
0.6 -0.2 -0.3
0.4 0.5 -0.2
-0.6 0.1 -0.7
-2.2 -1.3 1.4
0.8 -0.7 -0.5

The following is a quantum chemistry calculation of C22H42GaNP3S as an isolated structure, from OMol25.

Its charge is +3. The calculation puts the HOMO energy at -0.5941 hartree.

Cartesian coordinates (Å):
Ga: 1.360 -0.416 0.084
S: -0.729 0.186 -2.920
P: 2.538 1.224 1.275
P: -0.913 -0.019 1.837
P: -1.872 3.382 -2.544
N: 1.175 -2.475 1.828
C: 2.032 -2.699 2.818
C: -0.089 -3.698 -1.840
C: 4.019 0.428 1.976
C: 1.364 -5.023 2.859
C: -2.357 4.674 -3.702
C: -3.314 2.515 -1.950
C: 3.168 2.312 -0.039
C: 0.131 -2.345 -2.009
C: 0.321 -3.402 1.416
C: 0.392 -4.704 1.894
C: -0.939 -1.502 -2.359
C: -2.413 -0.827 1.245
C: -0.886 4.097 -1.229
C: 1.953 2.393 2.526
C: -1.360 -4.209 -2.113
C: -0.894 -0.639 3.584
C: -2.212 -2.011 -2.577
C: 1.914 0.457 -2.044
C: -1.568 1.661 2.189
C: -2.414 -3.390 -2.516
C: 2.184 -3.989 3.353
C: 1.072 -0.022 -3.201
H: -2.352 1.587 2.959
H: -1.116 2.452 -3.272
H: 0.927 0.630 -4.058
H: -3.149 -0.898 2.053
H: -2.412 4.256 -4.723
H: -3.337 5.078 -3.427
H: -2.971 -1.298 -2.887
H: 2.920 -4.176 4.144
H: -0.042 -0.208 4.130
H: 1.876 1.549 -2.052
H: -1.497 -5.275 -2.003
H: -3.413 -3.772 -2.744
H: -0.774 2.325 2.562
H: 2.938 0.051 -2.048
H: -1.212 3.753 -0.229
H: -0.819 -1.733 3.598
H: -2.195 -1.832 0.881
H: -2.002 2.083 1.272
H: 2.781 3.021 2.878
H: 0.203 3.892 -1.372
H: 1.157 -1.969 -1.906
H: -4.202 2.955 -2.408
H: -3.267 1.446 -2.240
H: 3.635 1.708 -0.823
H: 4.738 1.192 2.315
H: -3.419 2.597 -0.862
H: -0.256 -5.475 1.495
H: 1.318 -1.022 -3.591
H: 4.490 -0.202 1.211
H: 2.636 -1.860 3.167
H: 3.736 -0.212 2.823
H: 0.718 -4.303 -1.443
H: 1.490 -6.069 3.232
H: -0.429 -3.133 0.684
H: 2.320 2.852 -0.483
H: 3.909 3.042 0.323
H: -2.843 -0.256 0.420
H: -1.837 -0.324 4.065
H: -1.613 5.491 -3.712
H: 1.185 3.049 2.107
H: -1.013 5.180 -1.264
H: 1.529 1.867 3.386

Forces on atoms 1 to 6 (eV/Å):
-1.8 0.6 0.0
0.7 -1.9 1.3
1.8 0.7 0.6
-0.3 0.0 0.4
-0.1 0.4 -0.9
0.1 2.0 -1.2

The following is a quantum chemistry calculation of C4H6N2O2 as an isolated structure, from OMol25.

The calculation puts the HOMO energy at -0.3449 hartree.

Cartesian coordinates (Å):
O: -0.367 -0.773 1.147
O: -0.274 1.395 1.574
N: 0.090 -2.531 -1.834
N: 1.439 0.143 -0.121
C: 0.498 -1.900 -0.962
C: 1.082 -1.134 0.128
C: -0.373 0.440 0.647
C: -1.167 0.793 -0.582
H: -0.491 2.262 1.199
H: -2.218 0.835 -0.276
H: 1.634 -1.779 0.812
H: -0.860 1.753 -0.994
H: 2.072 0.465 0.608
H: -1.064 0.030 -1.346

Forces on atoms 1 to 6 (eV/Å):
0.4 0.1 -0.4
0.0 -0.1 -0.2
0.2 0.3 0.4
-0.2 -0.1 0.1
-0.4 -0.3 -0.5
-0.1 0.5 0.5

The following is a quantum chemistry calculation of a 13-piece molecular cluster, C5H37NO13S overall, from OMol25.

The calculation puts the HOMO energy at -0.3235 hartree.

Cartesian coordinates (Å):
S: 2.859 -3.488 0.521
O: -2.767 -0.309 -1.976
O: 0.658 0.618 3.250
O: 3.266 0.019 -1.621
O: -0.717 -2.182 -3.793
O: 0.642 3.843 -0.692
O: 3.320 -0.044 1.224
O: 1.170 2.713 -3.050
O: 0.867 4.353 2.401
O: -1.598 3.413 2.233
O: -3.047 -3.347 -1.845
O: 1.814 2.213 1.168
O: -4.140 -0.235 0.306
O: -3.089 1.183 2.285
N: -1.089 0.028 -0.312
C: 0.033 -0.780 -0.792
C: -0.074 -2.300 -0.785
C: -1.935 0.626 -1.352
C: -0.079 -2.936 0.685
C: 1.309 -2.641 1.241
H: -2.581 1.349 -0.894
H: 3.424 0.779 -1.118
H: -1.726 -0.722 0.205
H: 2.836 0.801 1.562
H: 0.931 1.350 2.653
H: 1.494 -1.506 1.205
H: 1.264 -2.908 2.410
H: 0.358 -0.396 -1.741
H: -1.271 -2.221 -4.542
H: -0.916 -2.512 1.192
H: -5.023 -0.138 -0.227
H: 1.919 3.107 1.594
H: -2.381 -4.061 -1.499
H: -0.392 -3.965 0.694
H: 1.126 4.762 1.616
H: -2.373 -0.941 -2.663
H: 3.709 -3.011 1.469
H: -3.567 -0.553 -0.440
H: 0.010 3.363 -0.276
H: 1.792 1.982 -2.907
H: -3.171 -2.912 -0.996
H: -0.821 -2.636 -1.472
H: 3.039 -0.567 -0.892
H: -1.199 -2.383 -2.991
H: -3.723 0.830 1.616
H: -1.961 4.176 2.454
H: 0.767 -2.876 -1.215
H: 1.009 3.393 -1.507
H: -0.070 4.255 2.542
H: -2.112 2.572 2.189
H: 1.387 3.073 -3.960
H: -1.219 1.033 -2.146
H: 0.777 -0.451 -0.062
H: -2.435 0.457 2.526
H: 1.589 2.511 0.272
H: 0.823 0.939 4.240
H: 4.013 -0.084 1.874

Forces on atoms 1 to 6 (eV/Å):
-1.2 0.5 0.5
-0.9 -1.9 -1.7
0.6 1.1 3.0
-0.7 -1.4 -1.2
1.5 0.6 1.0
4.0 2.3 -2.4

The following is a quantum chemistry calculation of an isolated ion of composition C5H8F3N2 and charge +1, from OMol25.

Its charge is +1. The calculation puts the HOMO energy (spin up / spin down) at -0.5182 / -0.5388 hartree.

Cartesian coordinates (Å):
F: -0.465 -1.524 -3.083
F: -1.698 0.199 -2.838
F: 0.479 0.439 -3.044
N: -0.193 0.935 1.037
N: -0.291 -1.380 -0.343
C: -0.504 -0.324 -2.525
C: -0.414 -1.429 1.108
C: -0.298 -0.352 -1.063
C: 0.395 -0.207 1.573
C: 0.552 2.100 0.896
H: -1.401 -1.306 1.271
H: -0.041 2.990 1.317
H: 1.507 2.186 1.252
H: 0.617 2.475 -0.275
H: 0.105 -2.323 1.339
H: -0.327 -2.245 -0.713
H: 0.394 -0.044 2.608
H: 1.582 -0.192 1.482

Forces on atoms 1 to 6 (eV/Å):
0.3 -0.6 0.0
0.6 0.1 0.6
-0.5 -0.4 0.1
-0.7 -0.3 -2.0
-0.2 2.7 0.0
0.0 0.8 -1.7

The following is a quantum chemistry calculation of one molecule with the formula FH5S2Si2, from OMol25.

The structure (SMILES) is F[Si]([SiH3])(S)S. The calculation puts the HOMO energy at -0.3498 hartree.

Cartesian coordinates (Å):
S: 2.394 -1.369 -0.921
S: 1.697 1.822 0.018
Si: -1.199 -0.236 -0.039
Si: 1.034 -0.218 0.420
F: 1.485 -0.650 1.841
H: -2.195 -0.616 0.990
H: 2.969 1.554 -0.169
H: -1.383 1.238 -0.274
H: 2.664 -2.013 0.352
H: -1.406 -1.136 -1.271

Forces on atoms 1 to 6 (eV/Å):
-0.6 -0.7 2.9
-1.3 0.0 0.3
-1.0 0.0 -0.8
1.7 0.9 -2.7
0.3 -0.6 1.9
0.3 -0.1 0.1

The following is a quantum chemistry calculation of a 12-piece molecular cluster, C72H180N12O24 overall, from OMol25.

The structure (SMILES) is COCCNCCOC.COCCNCCOC.COCCNCCOC.COCCNCCOC.COCCNCCOC.COCCNCCOC.COCCNCCOC.COCCNCCOC.COCCNCCOC.COCCNCCOC.COCCNCCOC.COCCNCCOC. The calculation puts the HOMO energy at -0.3044 hartree.

Cartesian coordinates (Å):
O: 2.186 -11.821 0.260
O: 3.457 11.020 2.255
O: 1.601 1.877 15.454
O: 3.659 -17.182 -2.044
O: 1.531 -0.377 3.525
O: 10.985 -8.237 -3.219
O: -2.683 15.824 7.459
O: -10.407 -2.530 1.217
O: -4.416 -5.000 -16.007
O: -1.243 2.714 1.980
O: -2.466 -2.806 4.876
O: 1.190 -11.036 -6.928
O: -7.979 6.129 1.237
O: -4.267 3.943 -6.044
O: -8.077 5.306 5.557
O: 8.645 11.958 5.096
O: 0.231 -2.576 -1.869
O: 0.326 5.004 -5.160
O: -1.423 -4.985 -11.983
O: -4.518 21.319 10.326
O: -7.932 -3.658 -2.666
O: 13.450 -5.239 -5.857
O: -0.220 2.137 11.644
O: 7.350 -9.530 -8.740
N: -3.445 18.612 8.104
N: -1.313 2.989 -6.595
N: -1.674 -4.522 -14.972
N: 6.706 10.381 3.995
N: 11.718 -5.271 -3.539
N: 0.596 -2.792 4.349
N: 4.145 -10.107 -6.910
N: 3.779 -14.230 -2.039
N: -8.536 -4.509 0.117
N: -9.833 5.086 3.403
N: -0.849 1.098 14.250
N: -0.949 0.417 -0.187
C: -3.223 16.737 6.485
C: -7.956 -3.776 -4.077
C: -1.053 -0.963 -0.676
C: -4.092 17.790 7.142
C: -0.559 -5.270 -14.392
C: 0.403 2.239 16.152
C: -9.919 -3.691 1.923
C: -7.288 -4.773 -2.082
C: 10.528 -7.114 -2.479
C: -2.338 2.449 -5.780
C: 1.681 -2.209 5.077
C: -2.168 0.967 0.375
C: -1.967 -4.898 -16.283
C: -8.719 4.885 1.244
C: 8.977 11.124 3.978
C: 0.306 -1.374 -1.136
C: 2.680 12.134 1.830
C: 14.624 -4.946 -6.590
C: 0.006 2.740 -6.053
C: 6.115 -9.125 -8.138
C: -9.415 3.866 4.075
C: -3.352 -4.354 -16.689
C: -11.778 -2.288 1.445
C: 3.328 -13.572 -0.820
C: -0.355 -4.680 -12.967
C: -7.237 -4.535 -0.573
C: -1.603 2.114 13.583
C: 0.351 5.898 -4.051
C: -7.125 6.350 0.083
C: 9.762 12.079 6.008
C: -10.066 5.060 2.024
C: 5.562 -10.190 -7.213
C: -1.578 -3.867 4.709
C: -8.489 -3.890 1.424
C: -6.780 5.130 4.941
C: -3.597 20.390 9.763
C: 2.425 -1.173 4.231
C: -0.765 1.341 15.700
C: -0.179 -10.813 -6.765
C: 11.674 -4.158 -4.482
C: 10.422 -5.888 -3.422
C: 13.086 -4.063 -5.089
C: -5.675 -4.586 -16.436
C: 2.537 -12.287 -1.061
C: 1.807 -9.990 -7.651
C: -3.953 22.030 11.430
C: -0.135 2.142 10.215
C: 2.154 0.633 2.728
C: 4.803 11.255 2.675
C: -5.561 4.113 -6.537
C: 1.570 -2.893 -2.227
C: 5.444 10.053 3.324
C: 2.494 -16.366 -1.858
C: -1.358 -4.320 -10.707
C: -1.535 1.907 12.034
C: -3.749 2.599 -6.330
C: 2.737 -15.049 -2.666
C: 3.226 -10.328 -8.019
C: -4.324 19.532 8.733
C: 3.618 -18.495 -1.508
C: 8.476 -9.153 -7.982
C: -1.855 14.832 6.892
C: -9.049 4.230 5.517
C: -0.222 -3.534 5.297
C: -2.011 2.438 0.816
C: -3.189 -2.753 6.089
C: 1.123 -10.848 0.288
C: -0.729 4.062 2.111
C: 7.737 10.860 3.082
C: 2.825 2.274 16.057
C: 11.051 -9.437 -2.402
C: 0.264 3.639 -4.770
H: 13.850 -3.835 -4.346
H: -7.910 -2.967 1.463
H: -1.754 -1.093 -1.500
H: 11.556 -9.271 -1.451
H: -6.270 3.508 -5.972
H: 3.120 -0.568 4.814
H: 3.182 -11.398 -8.225
H: 1.077 5.735 -3.254
H: -6.385 4.118 5.027
H: 15.056 -5.867 -6.980
H: -0.329 -4.328 -10.347
H: -0.272 -3.616 -13.189
H: -2.889 0.980 -0.442
H: -7.982 -4.673 1.989
H: -1.561 2.960 -0.030
H: 9.548 12.952 6.625
H: 2.766 -14.280 -0.210
H: 14.426 -4.316 -7.458
H: -6.273 -4.832 -2.476
H: 2.878 0.140 2.078
H: 9.779 11.644 3.454
H: -2.974 2.947 0.849
H: -0.567 3.448 -4.092
H: 2.939 3.350 15.920
H: 0.567 -5.092 -12.556
H: -9.025 -3.785 -0.389
H: 5.476 -8.980 -9.009
H: 2.474 -16.193 -0.782
H: 2.544 12.868 2.624
H: 1.624 -12.529 -1.604
H: -8.996 4.575 0.237
H: -7.865 -5.648 -2.379
H: 5.805 -11.166 -7.633
H: 4.237 -13.331 -0.268
H: 0.128 1.116 13.993
H: 1.008 -1.510 -0.314
H: -5.633 3.865 -7.596
H: -2.949 18.028 8.763
H: -4.917 17.214 7.561
H: -0.502 -11.602 -6.087
H: 1.248 -9.840 -8.574
H: 0.341 -5.156 -14.996
H: 1.381 1.176 2.184
H: -8.493 3.460 3.658
H: -4.525 22.918 11.697
H: 11.109 -4.396 -5.384
H: -6.846 -3.523 -0.458
H: -2.627 2.126 13.955
H: -4.848 20.177 8.028
H: -0.868 15.252 6.697
H: 11.186 -6.858 -1.649
H: -0.561 3.107 9.939
H: -0.020 4.278 1.312
H: -1.954 -4.772 5.186
H: 4.882 12.044 3.423
H: -5.818 -3.512 -16.311
H: 15.359 -4.418 -5.983
H: -6.565 7.226 0.409
H: -8.122 4.021 1.539
H: 9.740 -5.228 -2.886
H: -3.881 21.467 12.361
H: 13.135 -3.132 -5.655
H: 11.768 -10.044 -2.956
H: 1.162 3.313 -4.245
H: -11.833 -1.318 0.950
H: 9.543 -7.338 -2.072
H: -3.782 16.177 5.736
H: 4.709 9.553 3.956
H: 2.719 -18.961 -1.911
H: 7.836 10.071 2.336
H: -0.308 -3.053 6.271
H: 1.306 -9.831 -0.059
H: 1.870 -14.415 -2.851
H: 1.373 -1.712 5.997
H: 0.782 3.016 -6.767
H: -2.295 14.289 6.055
H: -9.929 -3.581 3.007
H: -3.719 2.468 -7.412
H: 0.410 6.941 -4.362
H: -2.978 22.466 11.210
H: -3.420 -3.277 -16.535
H: 8.282 -8.148 -7.607
H: -5.857 5.161 -6.584
H: 1.682 11.772 1.584
H: -1.477 3.936 -6.906
H: -0.606 5.692 -3.573
H: -3.547 -3.747 6.357
H: 3.020 -15.272 -3.694
H: 2.791 1.942 17.094
H: -6.896 5.238 3.863
H: -7.692 6.548 -0.826
H: 11.422 -3.216 -3.996
H: 0.590 -10.923 1.236
H: 10.163 -10.052 -2.256
H: 7.376 11.757 2.579
H: -1.333 -1.653 0.120
H: 1.734 -9.020 -7.161
H: -4.413 1.920 -5.795
H: -2.472 -2.351 6.804
H: -6.427 -5.013 -15.773
H: 2.621 1.437 3.297
H: -2.261 1.373 -5.626
H: -1.638 1.887 16.057
H: 6.146 -8.115 -7.729
H: -3.228 19.702 10.524
H: 9.406 10.181 4.317
H: 3.573 -9.872 -8.946
H: -10.515 5.987 1.665
H: 2.326 -3.061 5.289
H: 4.355 -15.001 -1.733
H: -1.974 0.961 11.717
H: -6.033 5.850 5.275
H: 3.941 -10.782 -6.186
H: -1.686 -3.281 -10.690
H: 2.200 -3.143 -1.374
H: -4.493 18.501 6.420
H: -4.010 -2.046 5.965
H: -8.619 -2.975 -4.403
H: -12.426 -3.021 0.964
H: 9.326 -9.164 -8.664
H: 1.655 -16.924 -2.274
H: -9.221 5.827 3.715
H: -1.866 -5.002 -10.025
H: -12.072 -2.133 2.483
H: 0.452 -11.078 -0.540
H: -2.476 -4.794 -14.422
H: 0.709 -0.628 -1.822
H: -2.501 0.385 1.234
H: 0.521 2.203 17.235
H: 10.589 12.564 5.489
H: 3.097 -11.551 -1.638
H: 0.274 -4.488 5.477
H: -2.695 20.872 9.384
H: 6.131 -9.982 -6.307
H: -10.783 4.244 1.931
H: 4.560 -19.003 -1.717
H: 2.980 -1.778 3.515
H: -0.359 -9.850 -6.287
H: -2.019 -5.975 -16.444
H: 0.136 1.681 -5.830
H: 3.453 -18.469 -0.431
H: 5.632 9.317 2.542
H: -6.578 -5.215 -0.033
H: 1.591 -3.758 -2.889
H: -6.414 5.572 -0.195
H: -0.879 -10.879 -7.599
H: -1.534 -4.117 3.649
H: -5.112 18.983 9.249
H: -2.145 2.636 11.499
H: -8.445 -4.695 -4.398
H: 3.132 12.663 0.991
H: -2.379 17.150 5.934
H: 9.961 11.147 6.537
H: 12.308 -5.964 -3.978
H: -1.087 3.056 13.770
H: 2.057 -2.104 -2.800
H: -0.679 1.350 9.702
H: -0.146 4.112 3.031
H: -2.342 2.887 -4.782
H: -6.961 -3.574 -4.474
H: -0.189 0.470 0.476
H: -9.946 4.605 6.009
H: 8.592 -9.854 -7.156
H: -0.727 0.360 16.174
H: 6.548 11.087 4.700
H: 0.916 2.195 9.932
H: -10.502 -4.575 1.664
H: 3.649 1.700 15.633
H: 10.053 -6.220 -4.392
H: -1.588 14.130 7.681
H: 0.197 3.286 15.931
H: -5.944 -4.948 -17.428
H: 5.375 11.612 1.819
H: -3.517 -4.425 -17.764
H: -1.214 -4.553 -16.992
H: -0.891 -6.287 -14.181
H: -10.230 3.144 4.011
H: -0.001 -2.030 4.063
H: -1.484 4.849 2.119
H: -8.628 3.374 6.043

Forces on atoms 1 to 6 (eV/Å):
-0.3 1.0 -0.5
0.1 -0.3 0.3
-0.3 -0.6 0.0
0.9 0.4 -0.5
-0.7 1.3 -0.1
-0.3 -0.8 1.2

The following is a quantum chemistry calculation of a 2-piece molecular cluster, C4H13N2O overall, from OMol25.

Its charge is +1. The calculation puts the HOMO energy at -0.4849 hartree.

Cartesian coordinates (Å):
O: 0.034 -0.424 0.044
N: 1.251 0.442 2.020
N: -0.208 -0.865 -1.323
C: 0.993 -1.361 -2.025
C: 0.160 1.121 1.794
C: -1.172 0.944 2.511
C: -0.793 0.144 -2.062
H: 1.668 -0.476 -2.207
H: -1.253 1.544 3.456
H: -1.379 -0.001 2.853
H: -0.676 -1.761 -1.117
H: 0.657 -1.950 -2.917
H: -1.888 1.297 1.778
H: 2.205 0.398 1.596
H: -1.648 0.469 -1.613
H: 1.567 -2.135 -1.550
H: -0.140 0.924 -1.901
H: 0.276 2.009 1.190
H: -0.907 0.078 -3.205
H: 1.253 -0.395 2.675

Forces on atoms 1 to 6 (eV/Å):
0.3 -0.2 -1.8
0.4 -2.2 1.9
1.8 -4.1 3.2
1.2 0.4 -1.3
1.0 -0.4 1.0
1.5 2.5 -0.4

The following is a quantum chemistry calculation of a 2-piece molecular cluster, C4H5NO overall, from OMol25.

The calculation puts the HOMO energy at -0.3328 hartree.

Cartesian coordinates (Å):
O: 1.161 1.826 0.601
N: -1.608 -1.319 -0.330
C: 0.134 -0.660 1.383
C: 0.073 0.593 -1.294
C: -0.900 -1.184 0.588
C: 0.620 0.960 0.021
H: 0.974 -1.347 1.552
H: -0.804 -0.144 -1.087
H: -0.270 1.440 -1.897
H: 0.811 -0.017 -1.829
H: -0.191 -0.148 2.292

Forces on atoms 1 to 6 (eV/Å):
-0.4 -0.5 -0.9
-0.2 -1.0 1.5
0.5 1.1 -0.8
-0.5 -0.4 0.2
-0.7 -0.2 -0.7
-0.1 -0.9 1.7

One value per record, in order, for energy relative to the best compared isomer or geometry (same formula, charge and spin): 0.5466 2.7434 3.7342 2.8586 4.5181 0.5620 5.9209 5.1959 2.6590 eV.
One value per record, in order, for largest force on an atom: 3.5 2.4 0.7 6.5 5.4 3.3 2.9 5.5 2.1 eV/A.